1.
A structure of composition C28H50BN8O2PS2Sn in a non-equilibrium geometry. Source: the Open Molecules 2025 dataset; level of theory: ωB97M-V/def2-TZVPD.

Values from the calculation:
net charge	0
DFT total energy	-83331.66312	eV
spin multiplicity	1
relative energy (zero: lowest compared OMol25 entry of this formula, charge and spin)	1.5	kcal per mole
gap between HOMO and LUMO	8.1	eV

Last column: Mulliken charge in e.
Atoms and positions in Å:
1 Sn 12.743 13.246 10.469  1.261
2 S 13.152 14.606 8.532  -0.470
3 S 16.529 13.708 8.860  -0.153
4 P 9.211 14.700 10.216  -1.579
5 O 15.330 12.540 9.009  0.117
6 O 10.577 14.124 10.589  -0.394
7 N 13.510 8.836 10.866  -0.003
8 N 11.951 10.172 14.200  -0.301
9 N 13.581 9.797 11.797  -0.804
10 N 9.304 16.339 10.387  0.746
11 N 8.628 14.460 8.716  0.134
12 N 11.732 11.773 9.062  -0.285
13 N 8.144 13.933 11.187  0.718
14 N 11.933 12.481 14.222  0.047
15 C 11.622 11.335 14.859  0.606
16 C 16.811 16.148 9.840  -1.737
17 C 14.466 15.634 9.180  0.098
18 C 15.646 9.157 11.119  -1.053
19 C 10.554 17.031 10.801  -0.212
20 C 7.888 13.304 8.137  -0.738
21 C 7.169 12.795 12.935  -0.781
22 C 11.702 13.628 14.888  -0.152
23 C 10.846 11.312 16.029  -0.793
24 C 15.022 11.950 7.771  -0.553
25 C 10.664 12.486 16.728  -0.410
26 C 10.067 18.508 10.930  -0.843
27 C 14.856 7.396 9.299  -1.284
28 C 14.011 16.972 9.652  -0.987
29 C 15.750 15.231 9.315  0.793
30 C 6.135 13.727 12.300  -0.743
31 C 11.606 10.681 8.694  -0.048
32 C 6.691 13.848 10.923  -0.499
33 C 8.452 13.060 6.736  -0.613
34 C 9.763 13.847 6.700  -0.211
35 C 8.197 17.295 10.195  -0.352
36 C 14.888 9.983 11.988  0.575
37 C 9.470 15.022 7.638  -0.263
38 C 8.558 18.435 11.148  -0.728
39 C 15.304 11.031 12.983  -0.715
40 C 14.685 8.423 10.412  0.710
41 C 11.159 13.662 16.167  -0.709
42 C 8.502 13.344 12.464  -0.074
43 B 11.356 9.228 8.132  0.405
44 H 12.051 9.320 14.737  0.239
45 H 9.974 14.208 5.638  0.424
46 H 13.355 16.839 10.514  0.082
47 H 10.627 19.064 11.720  0.370
48 H 14.179 12.491 7.323  0.196
49 H 8.284 18.163 12.189  0.293
50 H 10.630 13.239 7.012  -0.134
51 H 10.220 18.959 9.962  0.348
52 H 7.074 12.859 14.005  0.410
53 H 16.033 11.726 12.490  0.210
54 H 5.101 13.285 12.341  0.347
55 H 10.962 16.606 11.712  0.368
56 H 17.788 15.701 9.690  0.460
57 H 12.451 8.712 8.015  -0.273
58 H 11.014 14.629 16.617  0.392
59 H 16.804 16.228 10.921  0.326
60 H 14.346 6.481 9.594  0.345
61 H 8.837 14.114 13.212  0.055
62 H 16.715 17.196 9.507  0.343
63 H 12.496 10.114 13.353  0.409
64 H 10.829 9.277 6.998  -0.130
65 H 9.233 12.592 12.318  0.067
66 H 16.682 9.108 10.914  0.420
67 H 8.572 11.992 6.517  0.354
68 H 7.229 16.796 10.387  0.197
69 H 8.880 15.765 7.094  0.294
70 H 6.800 13.457 8.191  0.296
71 H 11.263 16.925 9.978  -0.148
72 H 6.527 12.954 10.372  0.253
73 H 10.161 12.504 17.665  0.454
74 H 7.018 11.750 12.647  0.342
75 H 8.074 19.397 10.914  0.382
76 H 8.335 17.646 9.122  0.227
77 H 10.723 8.656 8.979  -0.154
78 H 10.468 10.367 16.396  0.417
79 H 15.842 11.923 7.105  0.478
80 H 14.424 11.610 13.287  -0.005
81 H 6.353 14.750 10.356  0.408
82 H 15.803 10.691 13.864  0.304
83 H 14.323 7.800 8.420  0.236
84 H 12.153 14.554 14.406  0.223
85 H 7.746 13.518 5.991  0.262
86 H 14.785 10.885 7.938  0.008
87 H 8.136 12.413 8.681  0.407
88 H 12.620 8.529 10.530  0.283
89 H 15.886 7.224 9.118  0.358
90 H 13.421 17.443 8.830  0.245
91 H 14.839 17.691 9.963  0.289
92 H 6.087 14.676 12.882  0.291
93 H 10.362 15.427 8.060  0.008

---

2.
A cluster of 2 separate species, C5H13N2O in total in a non-equilibrium geometry. Source: the Open Molecules 2025 dataset; level of theory: ωB97M-V/def2-TZVPD.

Values from the calculation:
net charge	-1
DFT total energy	-10418.39910	eV
spin multiplicity	1
relative energy (zero: lowest compared OMol25 entry of this formula, charge and spin)	122.2	kcal per mole
gap between HOMO and LUMO (spin up / spin down)	6.3 / 5.7	eV

Last column: Mulliken charge in e.
Atoms and positions in Å:
1 O 3.415 0.235 -0.303  -0.453
2 N 0.565 0.241 0.584  -0.588
3 N 2.861 -0.920 -0.205  -0.179
4 C -0.653 -1.647 0.732  -1.508
5 C -0.664 -0.226 0.084  1.460
6 C -0.838 -0.255 -1.528  -1.595
7 C -1.888 0.621 0.689  -1.831
8 C 1.132 1.515 0.404  -0.926
9 H -1.481 1.097 1.450  0.612
10 H -0.467 0.648 -1.952  0.344
11 H 0.396 -1.971 0.413  0.322
12 H 1.230 1.953 1.385  0.380
13 H -2.889 0.241 0.766  0.351
14 H -1.906 -0.522 -1.643  0.381
15 H -0.707 -1.586 1.861  0.357
16 H -1.412 -2.325 0.275  0.347
17 H -1.951 1.490 -0.043  0.324
18 H 2.324 -1.050 -1.080  0.163
19 H 2.329 1.350 0.309  0.222
20 H -0.246 -1.068 -1.816  0.441
21 H 0.850 2.181 -0.383  0.375